Entry 1:
Below is 4 unconnected molecules or ions with the total composition C20H38BrN5O6S at a distorted geometry, with properties calculated with wB97M-V/def2-TZVPD.

Geometry as ORCA input:
```
! wB97M-V def2-TZVPD RIJCOSX def2/J DEFGRID3
* xyz 0 1
C 5.2811 1.3845 3.0474
C 4.5670 1.2586 1.5892
C 2.9941 1.5507 1.7799
C 2.0412 0.2775 1.4082
C 0.5708 0.9640 1.5045
S -0.8012 -0.0996 0.8533
C -2.1192 -0.3875 2.1262
C -1.5979 -0.5263 3.6388
O 2.0730 -0.1098 -0.0134
C 2.0593 -1.5044 -0.3862
O 1.6821 -2.0403 -1.4438
C 2.6265 -2.1831 0.9831
Br 4.5326 -2.5145 0.5099
C 2.2965 -1.1147 2.1641
N 3.2553 -1.0852 3.3263
O 1.1373 -1.7872 2.8030
C 1.6737 -2.6928 3.7673
N 1.8891 -3.6992 4.4018
H 4.5128 1.4059 3.9149
H 5.8865 0.4113 3.2227
H 5.9327 2.3172 3.1519
H 5.0237 2.1144 0.9560
H 4.8136 0.2896 1.0405
H 2.7135 2.3757 1.0289
H 2.6970 1.8750 2.8335
H 0.3630 1.4154 2.5510
H 0.6261 1.8845 0.8025
H -2.6177 -1.3988 1.8625
H -2.9644 0.3925 2.1159
H -1.2900 -1.5985 3.9339
H -2.4625 -0.2319 4.3492
H -0.7193 0.1481 3.9140
H 2.2266 -3.2509 1.1545
H 3.0664 -0.2243 3.8573
H 4.2299 -1.1483 3.0012
C 1.3724 2.8425 -2.9743
O 1.2906 3.9619 -3.4467
N 1.5558 1.6960 -3.6891
C 1.6434 0.3966 -3.0520
C 1.6666 1.7801 -5.1320
H 1.3010 2.6668 -1.8878
H 2.6122 -0.0512 -3.2876
H 0.8431 -0.2414 -3.4347
H 1.5439 0.4846 -1.9716
H 2.5151 2.4191 -5.3898
H 0.7554 2.2287 -5.5359
H 1.8097 0.7885 -5.5632
C -2.4408 2.5452 -0.1917
O -2.3317 3.2293 0.8134
N -3.1439 2.8907 -1.3083
C -3.2264 2.0221 -2.4643
C -3.8300 4.1677 -1.3388
H -1.9576 1.5565 -0.2719
H -2.8142 2.5440 -3.3321
H -4.2748 1.7751 -2.6502
H -2.6656 1.1000 -2.3014
H -3.1009 4.9697 -1.1985
H -4.5536 4.2053 -0.5204
H -4.3454 4.3029 -2.2906
C -4.0723 -2.6395 -0.2963
O -4.1600 -1.5185 -0.7626
N -3.8887 -3.7815 -1.0185
C -3.7936 -5.0834 -0.3904
C -3.7851 -3.6889 -2.4618
H -4.1376 -2.8210 0.7893
H -2.8243 -5.5262 -0.6334
H -4.5934 -5.7227 -0.7728
H -3.8879 -5.0026 0.6938
H -2.9400 -3.0457 -2.7198
H -4.6998 -3.2411 -2.8586
H -3.6409 -4.6774 -2.8995
*
```

Output
**F_max**: 0.114 hartree/bohr
**Relative energy (zero: lowest compared OMol25 entry of this formula, charge and spin)**: 2.706 eV
**Gap between HOMO and LUMO**: 0.3099 hartree
**SMILES**: CCC[C@@]1(CSCC)OC(=O)[C@@H](Br)[C@]1(N)OC#N.CN(C)C=O.CN(C)C=O.CN(C)C=O

These are the Mulliken partial charges, in e, on atoms 1 to 4: C -1.099; C -0.184; C -1.155; C 0.049



Entry 2:
Below is C17H13N5O3 in the gas phase at a distorted geometry, with properties calculated with wB97M-V/def2-TZVPD.

Geometry as ORCA input:
```
! wB97M-V def2-TZVPD RIJCOSX def2/J DEFGRID3
* xyz 0 1
O 0.1063 2.9907 0.2486
C -0.0372 1.8765 -0.2158
C -1.3582 1.2073 -0.1993
C -2.4760 2.0104 0.0403
C -3.7402 1.4676 0.1025
C -3.9013 0.0945 -0.0601
C -2.7982 -0.7215 -0.2892
C -1.5369 -0.1648 -0.3621
H -0.6950 -0.8204 -0.5186
H -2.9195 -1.7862 -0.4151
N -5.1888 -0.4418 0.0102
C -5.6220 -1.7285 0.1012
N -6.9252 -1.7231 0.1408
N -7.2939 -0.4467 0.0727
N -6.2964 0.3195 -0.0010
H -4.9997 -2.5948 0.1471
H -4.6097 2.0802 0.2806
H -2.3261 3.0701 0.1794
C 1.1557 1.1634 -0.8158
H 0.9029 0.2324 -1.3167
H 1.6365 1.8371 -1.5287
C 2.1757 0.9105 0.3274
C 3.3175 0.0247 -0.1024
C 4.3187 0.2339 -1.0225
C 5.2650 -0.7683 -1.2060
C 5.2038 -1.9447 -0.4785
C 4.2012 -2.1604 0.4588
C 3.2669 -1.1609 0.6353
N 2.1739 -1.1286 1.4968
C 1.4750 0.0341 1.4010
O 0.4689 0.3118 2.0083
H 1.9599 -1.8520 2.1663
H 4.1596 -3.0742 1.0310
H 5.9498 -2.7089 -0.6361
H 6.0592 -0.6252 -1.9224
H 4.3716 1.1563 -1.5785
O 2.6540 2.1091 0.8606
H 1.9023 2.7210 0.9601
*
```

Output
**F_max**: 0.033 hartree/bohr
**Relative energy (zero: lowest compared OMol25 entry of this formula, charge and spin)**: 0.861 eV
**Gap between HOMO and LUMO**: 0.3091 hartree
**SMILES**: O=C(C[C@@]1(O)C(=O)Nc2ccccc21)c1ccc(-n2cnnn2)cc1

These are the Mulliken partial charges, in e, on atoms 1 to 4: O -0.698; C 0.934; C 0.469; C -1.051



Entry 3:
Below is a molecular structure, C50H62N3O2P2RbSe2Si2 at a distorted geometry, with properties calculated with wB97M-V/def2-TZVPD.

Geometry as ORCA input:
```
! wB97M-V def2-TZVPD RIJCOSX def2/J DEFGRID3
* xyz -2 1
Rb 1.9082 0.4215 -0.0663
C -0.2171 4.7756 -2.6965
Si 0.6011 4.1555 -1.1109
C 0.2458 5.4689 0.1999
C 2.4556 4.1935 -1.4161
N 0.1795 2.6005 -0.6349
P -1.1726 1.7684 -0.4073
C -0.9624 0.2422 0.1633
P -2.0308 -0.9634 0.4975
N -1.4403 -2.3781 0.9106
Si -1.9744 -3.9596 0.7755
C -3.5119 -4.3144 1.8235
C -2.3768 -4.5145 -0.9819
C -0.6401 -5.1879 1.3089
C -3.2181 -0.4426 1.8210
C -2.9508 -0.8153 3.1370
C -3.7225 -0.3439 4.1941
C -4.7964 0.5041 3.9499
C -5.0786 0.8846 2.6438
C -4.2895 0.4213 1.5970
C -3.1407 -1.3043 -0.9505
C -4.4935 -1.6366 -0.8743
C -5.2127 -1.9993 -2.0109
C -4.5804 -2.0594 -3.2464
C -3.2265 -1.7525 -3.3351
C -2.5218 -1.3734 -2.2023
C -2.1967 2.8343 0.7070
C -2.9984 3.8872 0.2669
C -3.6549 4.7176 1.1711
C -3.5024 4.5156 2.5370
C -2.6928 3.4788 2.9893
C -2.0532 2.6440 2.0828
C -2.1064 1.7859 -2.0014
C -1.3804 1.6607 -3.1851
C -2.0185 1.5243 -4.4115
C -3.4067 1.5162 -4.4788
C -4.1460 1.6354 -3.3090
C -3.4975 1.7644 -2.0851
H 0.0973 5.8143 -2.8755
H -1.3128 4.7577 -2.6349
H 0.0716 4.1776 -3.5694
H 0.8947 6.3450 0.0546
H 0.4353 5.0633 1.2031
H -0.7971 5.8083 0.1740
H 2.8296 5.2001 -1.6549
H 2.7171 3.5255 -2.2484
H 2.9969 3.8324 -0.5307
H -4.4130 -3.9506 1.3107
H -3.4637 -3.8094 2.7975
H -3.6368 -5.3929 1.9987
H -3.3212 -4.1100 -1.3662
H -2.4341 -5.6132 -1.0147
H -1.5745 -4.1957 -1.6612
H -0.0307 -4.8080 2.1325
H 0.0360 -5.3819 0.4616
H -1.0711 -6.1530 1.6121
H -2.1157 -1.4825 3.3269
H -3.4804 -0.6413 5.2102
H -5.4005 0.8736 4.7714
H -5.8995 1.5627 2.4375
H -4.5099 0.7518 0.5871
H -4.9996 -1.6282 0.0852
H -6.2663 -2.2467 -1.9248
H -5.1359 -2.3466 -4.1339
H -2.7144 -1.8027 -4.2911
H -1.4665 -1.1260 -2.2783
H -3.1076 4.0753 -0.7962
H -4.2770 5.5274 0.8035
H -4.0088 5.1624 3.2459
H -2.5652 3.3077 4.0538
H -1.4368 1.8200 2.4307
H -0.2966 1.6616 -3.1340
H -1.4288 1.4157 -5.3168
H -3.9075 1.3994 -5.4352
H -5.2296 1.6075 -3.3437
H -4.0914 1.8419 -1.1807
C 6.3180 2.3207 0.0005
C 6.4145 2.3337 1.3871
C 5.8542 1.2840 2.1011
C 5.1997 0.2405 1.4264
C 5.0998 0.1641 0.0259
C 5.6839 1.2580 -0.6384
C 4.5460 -0.7740 2.3151
C 5.3405 -1.4614 3.2865
C 4.7461 -2.2774 4.1942
C 3.3391 -2.4400 4.1743
C 2.6320 -3.2346 5.1088
C 1.2712 -3.3359 5.0386
C 0.5618 -2.6584 4.0204
C 1.2182 -1.8957 3.0962
C 2.6281 -1.7599 3.1633
N 3.2459 -0.9445 2.2527
H 6.7257 3.1462 -0.5778
H 6.8930 3.1573 1.9044
H 5.8942 1.2971 3.1899
H 5.6360 1.2935 -1.7332
H 6.4125 -1.3126 3.2823
H 5.3305 -2.8008 4.9434
H 3.1875 -3.7580 5.8815
H 0.7316 -3.9466 5.7551
H -0.5161 -2.7676 3.9401
H 0.6552 -1.4148 2.2984
C 5.9007 -1.7545 -2.2250
Se 4.0424 -1.5446 -1.6815
C 3.4452 -2.7240 -3.2088
C 3.7194 -2.1870 -4.6100
Se 2.3144 -1.0961 -5.4165
C 2.3059 0.3908 -4.1669
H 6.0858 -2.8070 -2.4439
H 6.5228 -1.4326 -1.3964
H 6.1419 -1.1540 -3.1017
H 2.3759 -2.8656 -3.0465
H 3.9358 -3.6952 -3.0849
H 3.8192 -2.9952 -5.3379
H 4.6439 -1.6110 -4.6568
H 3.2809 0.8656 -4.1266
H 2.0566 0.0311 -3.1783
H 1.5587 1.1022 -4.5154
O 1.6776 2.0552 1.9881
H 1.0644 2.2529 1.2479
H 1.5663 1.1146 2.1629
O 1.0967 -2.1220 -0.8671
H 1.3043 -2.8971 -0.3355
H 0.2289 -1.8375 -0.5139
*
```

Output
**F_max**: 0.035 hartree/bohr
**Relative energy (zero: lowest compared OMol25 entry of this formula, charge and spin)**: 0.000 eV
**Gap between HOMO and LUMO**: 0.2031 hartree

These are the Mulliken partial charges, in e, on atoms 1 to 4: Rb 0.991; C -1.116; Si -0.162; C -1.103



Entry 4:
Below is a molecular structure, C5H10O at a distorted geometry, with properties calculated with wB97M-V/def2-TZVPD.

Geometry as ORCA input:
```
! wB97M-V def2-TZVPD RIJCOSX def2/J DEFGRID3
* xyz 0 1
C 2.1016 0.5741 0.0907
C 0.8604 -0.0224 -0.5933
C -0.3026 -0.4776 0.2987
C -1.6381 -0.9045 -0.4697
O -2.1805 0.3877 -0.5632
C -1.2529 0.6128 0.7322
H 2.5588 -0.1320 0.7927
H 1.8646 1.4911 0.6416
H 2.8729 0.8366 -0.6469
H 1.1655 -0.8970 -1.1788
H 0.4465 0.7122 -1.2956
H -0.0146 -1.2492 1.0296
H -2.2359 -1.4847 0.2533
H -1.4781 -1.4664 -1.3906
H -1.7733 0.3698 1.6762
H -0.9945 1.6496 0.6231
*
```

Output
**F_max**: 0.061 hartree/bohr
**Relative energy (zero: lowest compared OMol25 entry of this formula, charge and spin)**: 2.020 eV
**Gap between HOMO and LUMO**: 0.3930 hartree

These are the Mulliken partial charges, in e, on atoms 1 to 4: C -1.146; C -0.632; C 0.230; C -0.616